Entry 1:
The following is a quantum chemistry calculation of a single C9H7N5S molecule at a distorted geometry, from the Open Molecules 2025 dataset.

Results
- gap between HOMO and LUMO (eV) = 8.90
- HOMO (eV) = -8.41

The geometry in XYZ format:
```
22
Properties=species:S:1:pos:R:3:forces:R:3
N 0.0645 1.7897 0.9665 0.07 0.11 -0.38
C -0.5241 0.7606 0.2785 0.39 1.09 0.70
C 0.1155 -0.4344 -0.0376 -1.84 -0.61 -0.88
C 1.5377 -0.7249 0.2218 1.56 -0.36 -0.19
C 2.3899 -1.4799 -0.7065 2.25 0.62 2.21
C 3.7121 -1.6205 -0.2012 -2.19 0.02 -0.40
S 3.9225 -0.9315 1.3888 -1.82 0.26 -1.39
C 2.2573 -0.3507 1.3419 0.02 -0.59 -0.40
C -0.7391 -1.4272 -0.7012 0.25 1.64 0.33
N -1.9990 -1.2215 -1.0126 0.65 0.23 0.19
C -2.5350 -0.0015 -0.6958 -0.21 -0.94 0.36
N -3.7791 0.3574 -0.8750 -1.02 2.08 0.27
C -3.8232 1.6628 -0.3498 1.31 -2.74 -0.78
N -2.6705 2.0735 0.1454 0.42 0.32 0.55
N -1.8575 0.9968 -0.0359 0.84 -1.88 -0.84
H 1.0568 1.9432 0.7551 -0.72 0.04 0.32
H -0.5608 2.5912 1.0312 0.60 0.05 -0.05
H 2.1073 -1.8579 -1.6682 -0.19 -0.07 -0.25
H 4.5320 -2.1540 -0.6809 -0.28 0.25 0.16
H 1.7931 0.1576 2.1676 0.28 0.09 0.31
H -0.2827 -2.3790 -0.9811 -0.27 0.12 0.12
H -4.7177 2.2500 -0.3509 -0.09 0.26 0.03
```
Positions in Å, forces in eV/Å.

Entry 2:
The following is a quantum chemistry calculation of a single C9H7N7O2 molecule at a distorted geometry, from the Open Molecules 2025 dataset.

Results
- gap between HOMO and LUMO (eV) = 6.78
- HOMO (eV) = -7.77
- energy above the lowest of the compared OMol25 structures with the same formula, charge and spin (kcal/mol) = 0.0

The geometry in XYZ format:
```
25
Properties=species:S:1:pos:R:3:forces:R:3
O 0.0847 -2.0734 1.4714 -0.42 0.94 -0.32
N -0.6909 -1.1571 1.1898 -1.99 -1.73 1.18
O -1.8969 -1.1527 1.4833 1.70 0.01 -0.31
C -0.2245 -0.0792 0.4296 3.38 -1.33 -3.26
C 0.7203 -0.2703 -0.6983 -2.03 -3.33 2.78
C 1.1498 -1.5093 -1.3542 -1.31 -0.59 1.32
C 0.4102 -2.7610 -1.4334 -0.88 1.30 0.20
N 1.0598 -3.6760 -2.1030 0.64 0.68 0.37
N 2.2290 -3.0748 -2.3828 2.52 1.00 -0.53
C 2.3469 -1.7737 -1.9247 0.27 -0.71 -1.01
N 1.0628 0.8738 -1.1584 -0.99 3.53 -0.23
N 0.2311 1.8423 -0.4913 0.92 -0.23 -0.54
C -0.4569 1.2597 0.5477 -1.71 2.57 1.43
C -1.2940 1.9982 1.5125 2.37 -3.11 -0.27
C -1.8118 1.5471 2.8121 0.22 -0.02 -1.84
N -2.6908 2.4263 3.2247 1.01 0.20 0.29
N -2.6904 3.4942 2.3787 0.88 0.32 -2.05
C -1.8175 3.2455 1.3437 -2.26 0.92 1.99
H -0.6071 -2.9151 -1.0600 0.55 -0.14 -0.24
H 3.0337 -3.5530 -2.8184 -1.23 0.04 0.37
H 3.1993 -1.0755 -2.0633 -0.50 -1.16 0.00
H 1.5388 1.0177 -2.0608 -0.77 0.33 0.76
H 0.2765 2.8320 -0.6920 0.36 -0.27 0.09
H -1.5060 0.6542 3.3465 -0.45 0.12 -0.01
H -1.6564 3.8801 0.5006 -0.28 0.67 -0.18
```
Positions in Å, forces in eV/Å.

Entry 3:
The following is a quantum chemistry calculation of a single C9H7NO molecule at a distorted geometry, from the Open Molecules 2025 dataset.

Results
- gap between HOMO and LUMO (eV) = 8.50
- HOMO (eV) = -8.43
- energy above the lowest of the compared OMol25 structures with the same formula, charge and spin (kcal/mol) = 102.0

The geometry in XYZ format:
```
18
Properties=species:S:1:pos:R:3:forces:R:3
O 4.1429 0.1472 0.1733 -5.27 -1.97 -1.27
C 3.1201 -0.5836 -0.0905 3.58 -1.29 1.02
C 1.5719 -0.3385 -0.2216 5.37 7.16 -0.41
C 1.3313 1.1540 -0.2536 2.80 1.27 3.72
C 0.0685 1.7404 -0.0872 3.33 -1.06 0.31
C -0.7643 0.6979 -0.0177 -5.91 -2.43 -0.01
C -2.1686 0.9968 -0.0845 -3.77 -0.84 2.31
C -2.8970 -0.2270 -0.0795 3.43 0.74 0.56
N -1.9453 -1.2417 0.1068 0.78 -0.32 -0.90
C -0.6524 -0.7697 0.0392 -0.13 3.50 -0.75
C 0.6386 -1.2521 -0.2001 -2.96 -0.74 1.05
H 3.4580 -1.7478 -0.1330 -1.24 2.08 -0.14
H 2.2338 1.7764 0.2757 -1.68 -1.51 -2.37
H -0.3782 2.7194 0.2152 1.35 -0.59 -0.87
H -2.7061 1.9129 0.4456 1.32 -1.49 -2.23
H -3.8339 -0.6051 -0.4040 -1.12 0.45 0.55
H -2.1248 -2.1443 0.5121 -0.38 -0.18 -0.55
H 0.9058 -2.2353 -0.1963 0.51 -2.79 -0.02
```
Positions in Å, forces in eV/Å.

Entry 4:
The following is a quantum chemistry calculation of a single C9H7NO molecule at a distorted geometry, from the Open Molecules 2025 dataset.

Results
- gap between HOMO and LUMO (eV) = 9.56
- HOMO (eV) = -8.82
- energy above the lowest of the compared OMol25 structures with the same formula, charge and spin (kcal/mol) = 71.5

The geometry in XYZ format:
```
18
Properties=species:S:1:pos:R:3:forces:R:3
C -0.9707 -0.0516 3.0491 -3.81 -3.47 -1.47
C -1.7055 -0.8686 2.0928 3.76 3.08 -1.48
C -1.3112 -0.8109 0.7886 0.66 0.12 0.16
C -0.2031 0.0027 0.4169 0.68 0.25 -1.29
C 0.2649 0.0054 -0.9827 -1.87 -0.39 -2.68
N -0.4490 -0.3224 -2.0466 1.76 0.02 -0.63
C 0.4505 -0.1471 -3.2165 0.47 0.96 6.05
C 1.6124 0.3606 -2.6794 -13.60 -4.13 4.27
O 1.4904 0.4255 -1.3013 0.61 0.46 -0.28
C 0.5094 0.7799 1.2917 -3.88 -3.09 4.47
C 0.0896 0.6406 2.7161 3.75 3.59 -0.64
H -1.4717 -0.1516 3.9517 0.17 0.43 2.32
H -2.4427 -1.5500 2.1901 -2.54 -1.73 1.70
H -1.8281 -1.4716 0.1041 0.34 0.33 -0.48
H 0.1628 -0.5829 -4.1028 -0.39 -0.24 -1.96
H 2.4161 0.5582 -2.9639 12.35 3.15 -4.72
H 1.3117 1.3558 1.1192 2.66 1.84 -1.18
H 0.6535 1.2282 3.5787 -1.13 -1.17 -2.16
```
Positions in Å, forces in eV/Å.

Entry 5:
The following is a quantum chemistry calculation of a single C9H7NO molecule at a distorted geometry, from the Open Molecules 2025 dataset.

Results
- gap between HOMO and LUMO (eV) = 9.70
- HOMO (eV) = -8.98
- energy above the lowest of the compared OMol25 structures with the same formula, charge and spin (kcal/mol) = 75.7

The geometry in XYZ format:
```
18
Properties=species:S:1:pos:R:3:forces:R:3
C -3.1778 -0.0243 0.0062 -0.02 -0.80 0.22
C -2.5732 1.2172 0.2712 5.52 -4.17 -1.68
C -1.1018 1.2563 0.1626 -2.92 -1.47 1.39
C -0.3984 0.0058 0.0090 -1.18 4.19 -1.18
C 1.0292 0.1094 -0.1289 0.84 -2.30 1.96
N 1.8404 1.0142 -0.4911 -1.77 1.79 -1.46
C 3.0646 0.5150 -0.2581 4.74 7.30 -2.77
C 3.0332 -0.5615 0.3710 -6.68 -1.25 0.32
O 1.6776 -0.9729 0.4335 0.95 0.99 -0.14
C -1.0742 -1.1251 -0.2686 -6.43 3.69 1.10
C -2.5199 -1.2616 -0.2188 3.27 5.73 0.20
H -4.2363 -0.0110 0.0566 -1.04 -0.16 -0.05
H -3.1399 2.0211 0.4784 -1.69 2.75 0.66
H -0.5809 2.1490 0.4880 0.16 -0.03 -0.49
H 4.0328 1.1501 -0.5301 -2.35 -1.58 0.59
H 3.6130 -1.2536 0.5878 5.57 -5.84 2.28
H -0.7512 -2.0033 -0.2737 4.27 -7.05 -0.70
H -2.9324 -2.1557 -0.5101 -1.24 -1.79 -0.23
```
Positions in Å, forces in eV/Å.

Entry 6:
The following is a quantum chemistry calculation of a single C9H8 molecule at a distorted geometry, from the Open Molecules 2025 dataset.

Results
- gap between HOMO and LUMO (spin up / spin down) (eV) = 7.95 / 7.95
- HOMO (spin up / spin down) (eV) = -8.38 / -8.38
- energy above the lowest of the compared OMol25 structures with the same formula, charge and spin (kcal/mol) = 199.2

The geometry in XYZ format:
```
17
Properties=species:S:1:pos:R:3:forces:R:3
C -1.3704 -0.2011 -0.4265 0.00 -0.45 0.43
C -2.2831 -0.6409 0.3705 0.42 0.49 0.20
C -0.2840 -0.5309 -1.2729 2.12 0.74 0.48
C 0.6879 0.1054 -0.4940 -1.06 -0.04 -0.89
C 1.0157 -0.1364 0.8808 -0.08 0.89 -0.34
C 2.0091 -0.2979 1.7462 -3.41 0.47 0.92
C -0.2669 0.6129 0.5674 -0.85 -0.54 0.54
C -0.1273 -1.5330 -2.3350 -1.42 2.69 -1.50
C -0.8584 1.9577 1.0307 2.13 -0.78 -0.60
H 1.7258 -0.2059 2.7989 0.59 -0.07 -0.27
H 2.9260 -0.6098 1.4105 2.16 -0.58 -0.48
H 0.9041 -1.7360 -2.5084 0.64 -0.24 -0.26
H -0.6364 -1.0347 -3.2695 0.96 -1.47 1.39
H -0.6736 -2.3490 -1.9653 -0.75 -1.60 -0.22
H -1.2379 1.7104 2.0199 -1.10 0.43 -0.31
H -1.5283 2.2438 0.1652 0.51 0.33 1.72
H -0.0023 2.6454 1.2815 -0.86 -0.28 -0.80
```
Positions in Å, forces in eV/Å.

Entry 7:
The following is a quantum chemistry calculation of a single C9H8 molecule at a distorted geometry, from the Open Molecules 2025 dataset.

Results
- gap between HOMO and LUMO (eV) = 7.67
- HOMO (eV) = -8.46
- energy above the lowest of the compared OMol25 structures with the same formula, charge and spin (kcal/mol) = 96.5

The geometry in XYZ format:
```
17
Properties=species:S:1:pos:R:3:forces:R:3
C 1.0954 -1.4237 -0.3892 2.28 -2.10 -0.82
C 1.4740 -0.2921 0.3061 2.48 0.67 0.68
C -2.2147 -1.0267 -1.3600 0.77 -0.11 -3.12
C -0.7143 0.6067 0.2263 -0.39 3.10 1.61
C -0.2295 -1.5061 -0.8324 0.23 -0.59 -0.66
C 0.6276 0.7598 0.6883 -1.82 -1.82 -1.87
C -1.0664 -0.4521 -0.5407 -1.25 -0.55 -0.08
C -1.2059 -2.2774 -1.6993 0.23 1.58 1.21
C 1.0460 1.9058 1.5167 4.40 -1.27 -1.65
H 1.9637 -2.2242 -0.6058 -2.37 1.78 0.38
H 2.5827 -0.1570 0.5534 -1.62 -0.42 -0.18
H -2.3867 -0.4513 -2.3969 0.16 -1.12 2.26
H -3.1771 -1.3776 -0.9904 0.07 0.38 0.35
H -1.4538 1.4332 0.5031 0.94 -1.24 -0.50
H 1.5035 2.7292 0.9271 -0.50 -0.42 0.04
H 1.9359 1.5120 2.1044 -1.44 0.83 0.12
H 0.2193 2.2416 1.9892 -2.17 1.29 2.23
```
Positions in Å, forces in eV/Å.

Entry 8:
The following is a quantum chemistry calculation of 32 unconnected molecules or ions with the total composition C9H80NO32 at a distorted geometry, from the Open Molecules 2025 dataset.

Results
- gap between HOMO and LUMO (eV) = 3.97
- charge = -1
- HOMO (eV) = -2.75
- energy above the lowest of the compared OMol25 structures with the same formula, charge and spin (kcal/mol) = 131.5

The geometry in XYZ format:
```
122
Properties=species:S:1:pos:R:3:forces:R:3
C -1.3821 -11.9836 21.8457 0.76 -1.51 -0.18
C -1.0316 -10.6622 21.2211 -0.03 1.93 -0.95
C 0.2117 -10.0865 21.9608 -0.89 -1.10 0.86
C 1.5611 -10.6891 21.6293 0.05 0.55 0.30
C 1.7517 -10.4726 20.1910 0.21 -0.19 -1.71
C 0.6255 -11.0931 19.2777 -0.97 1.53 0.15
N -0.7405 -10.5518 19.7333 -0.03 0.60 0.18
O -1.8994 -10.8255 18.8889 1.67 -0.72 0.92
C 0.6714 -12.6189 19.3122 -0.60 -0.16 -0.19
C 0.9557 -10.5124 17.8560 0.58 -1.58 0.14
C -2.2745 -9.7506 21.5458 0.17 -0.48 -0.03
H -1.9896 -11.8164 22.7351 -0.10 -0.36 -0.08
H -0.4704 -12.5060 22.1356 0.25 0.01 0.47
H -1.8019 -12.7151 21.1552 -0.74 0.39 -0.12
H 0.0869 -10.2479 23.0315 -0.49 0.24 0.31
H 0.3030 -9.0126 21.7980 -0.12 0.10 -0.14
H 1.8632 -11.7183 21.8229 -0.94 -0.30 0.64
H 2.2319 -10.0665 22.2214 0.62 -0.07 -0.04
H 2.7063 -10.9024 19.8874 0.17 -0.15 -0.36
H 1.8445 -9.4018 20.0102 -0.30 0.16 -0.29
H 0.2927 -13.0247 20.2503 0.54 0.22 0.31
H 1.6573 -13.0228 19.0823 0.07 -0.09 -0.03
H -0.0780 -13.0261 18.6334 0.13 0.16 -0.53
H 1.1963 -9.4496 17.8277 -0.82 0.09 0.09
H 0.3434 -10.8989 17.0413 -0.92 0.67 0.34
H 1.8879 -10.9610 17.5128 0.69 -0.23 0.44
H -2.1382 -8.6873 21.3483 0.05 -0.07 -0.47
H -2.5885 -9.8244 22.5870 0.61 -0.01 0.47
H -3.1623 -10.1577 21.0620 0.23 0.26 -0.69
O -0.2617 -6.0032 16.1438 0.42 0.10 0.30
H -0.5132 -6.6087 15.4464 -0.15 -0.42 -0.27
H -0.9091 -5.2998 16.0959 -0.19 0.16 0.05
O -6.1018 -15.7979 22.0459 -0.13 0.12 0.31
H -5.2322 -16.1706 21.9004 0.32 -0.12 -0.07
H -6.4998 -15.7707 21.1758 -0.14 0.07 -0.26
O 4.6350 -15.3720 15.0013 -0.05 -0.08 -0.31
H 5.1904 -14.6648 15.3291 0.15 0.20 0.11
H 4.2110 -15.7262 15.7830 -0.12 -0.08 0.21
O 3.1750 -17.1757 21.2637 0.30 0.12 -0.21
H 2.3342 -16.8999 21.6286 -0.44 0.12 0.12
H 3.4422 -17.9156 21.8090 0.07 -0.17 0.10
O -2.3703 -11.9364 14.8670 -0.16 0.05 -0.36
H -1.5440 -12.3909 14.7027 0.25 -0.15 -0.06
H -2.2923 -11.6137 15.7648 0.02 0.18 0.56
O -3.5635 -14.4672 18.3527 -0.28 -0.57 0.29
H -3.2257 -14.7812 17.5139 0.11 -0.05 -0.34
H -3.1555 -13.6093 18.4697 0.33 0.67 0.18
O -1.4129 -16.3563 15.6753 -0.29 -0.10 0.15
H -0.6520 -16.7551 16.0975 0.19 -0.05 0.13
H -1.0660 -15.9692 14.8715 0.09 0.24 -0.24
O 3.8344 -6.0169 22.3600 0.06 0.20 -0.15
H 3.9877 -5.9767 23.3040 0.03 0.03 0.24
H 3.7012 -6.9471 22.1779 -0.09 -0.24 -0.10
O -3.6288 -7.2348 15.8786 -0.06 0.15 -0.36
H -3.5392 -6.6603 16.6389 0.14 0.21 0.31
H -3.8311 -8.0938 16.2493 0.01 -0.31 0.12
O -0.0907 -17.0594 22.7861 0.40 0.00 0.01
H -0.9408 -16.8391 22.4054 -0.34 0.15 -0.31
H -0.2970 -17.6590 23.5032 -0.02 -0.14 0.18
O 3.4004 -6.2970 16.2285 0.43 -0.12 -0.15
H 2.4820 -6.5653 16.2562 -0.46 -0.01 -0.06
H 3.6011 -6.0351 17.1271 -0.01 0.13 0.22
O -3.5337 -13.5375 27.2927 -0.08 0.08 -0.32
H -3.7104 -13.1460 28.1481 0.02 0.22 0.24
H -3.7345 -14.4663 27.4077 0.01 -0.29 0.01
O -8.1081 -10.1385 23.1101 -0.23 0.27 0.08
H -8.0499 -10.6024 23.9453 0.08 -0.16 0.21
H -7.6550 -10.7072 22.4876 0.20 -0.18 -0.35
O -6.7462 -12.6575 25.8369 -0.16 0.35 0.01
H -7.2869 -13.4159 26.0573 -0.19 -0.15 0.01
H -5.8461 -12.9658 25.9418 0.47 -0.05 0.00
O 6.4252 -10.3326 21.5888 0.25 0.04 0.15
H 6.1366 -10.3429 20.6762 -0.06 -0.05 -0.31
H 5.6348 -10.5267 22.0927 -0.23 -0.05 0.13
O 5.8319 -9.1390 17.1520 0.26 -0.29 0.04
H 5.5278 -8.5592 17.8502 -0.14 0.15 0.13
H 5.5277 -8.7232 16.3452 -0.18 0.19 -0.17
O -1.5879 -5.9874 24.2323 0.04 0.32 0.09
H -1.0487 -6.4422 23.5851 0.10 -0.11 -0.29
H -1.8534 -6.6716 24.8467 -0.13 -0.29 0.24
O -2.8304 -17.2872 20.4247 -0.02 -0.16 0.46
H -2.1855 -17.8354 19.9776 0.15 -0.15 -0.10
H -3.0993 -16.6471 19.7658 -0.10 0.54 -0.30
O -1.9678 -8.8190 26.7327 0.20 0.21 -0.22
H -2.8851 -9.0695 26.8422 -0.43 -0.05 -0.08
H -1.4953 -9.3531 27.3712 0.18 -0.11 0.28
O 1.6998 -7.2769 26.8816 0.29 -0.11 0.16
H 1.1080 -7.7098 26.2663 -0.25 -0.12 -0.15
H 1.5697 -6.3420 26.7224 -0.10 0.24 -0.04
O -6.6205 -9.8154 17.8225 -0.17 -0.05 -0.25
H -6.8735 -8.9967 18.2490 -0.07 0.17 0.12
H -5.7943 -10.0584 18.2405 0.33 -0.14 0.15
O 0.4233 -14.2014 26.5846 0.02 0.02 0.35
H 1.1571 -14.3346 25.9845 0.21 -0.03 -0.16
H -0.3032 -13.9368 26.0203 -0.29 0.08 -0.17
O 5.7122 -14.3037 20.0831 0.11 0.08 -0.23
H 5.0359 -14.9284 20.3450 -0.29 -0.25 0.06
H 6.1159 -14.0280 20.9060 0.13 0.14 0.18
O -3.3463 -4.6194 18.5518 -0.02 0.10 -0.36
H -2.9085 -4.9995 19.3134 0.35 -0.23 0.25
H -4.2786 -4.7625 18.7147 -0.24 0.00 0.04
O -0.4620 -8.6218 13.5270 0.01 0.36 -0.07
H 0.3043 -9.1851 13.4192 0.32 -0.12 0.01
H -1.1369 -9.2001 13.8823 -0.31 -0.20 0.17
O -0.2555 -11.3450 28.8057 -0.20 0.36 0.11
H -0.0542 -11.5485 27.8923 0.13 -0.19 -0.28
H -0.0841 -12.1604 29.2767 0.05 -0.21 0.06
O -6.5839 -12.5877 20.7731 -0.38 0.17 0.10
H -6.3000 -13.0277 21.5744 0.15 -0.24 0.24
H -5.9296 -12.8341 20.1193 0.25 0.02 -0.26
O -0.3583 -6.4974 19.7742 -0.02 0.47 0.32
H -0.1240 -6.3634 18.8559 -0.02 -0.01 -0.42
H -0.3027 -7.4447 19.9003 -0.15 -0.62 -0.05
O 3.1340 -9.9179 12.9980 -0.26 -0.07 0.05
H 3.3500 -10.0267 12.0718 0.01 0.01 -0.26
H 3.9824 -9.8891 13.4404 0.17 0.05 0.21
O 0.8709 -13.8565 13.2337 -0.31 -0.08 0.12
H 1.0712 -14.1647 12.3499 0.01 -0.07 -0.22
H 1.7021 -13.5139 13.5624 0.25 0.12 0.18
O -5.6899 -9.3231 26.5023 0.32 0.07 0.18
H -6.1154 -10.1804 26.4853 -0.13 -0.39 -0.10
H -6.4113 -8.6961 26.4511 -0.12 0.21 -0.09
```
Positions in Å, forces in eV/Å.

E_tot for the records above, in order: -1019.12462, -880.69285, -476.99691, -477.04543, -477.03879, -347.38216, -347.54582, -2853.23048 Ha